# 1
{"formula": "C19H18CuIN3O3S", "method": "wB97M-V/def2-TZVPD", "symbols": ["C", "C", "H", "H", "H", "H", "H", "H", "C", "C", "C", "C", "H", "H", "H", "H", "N", "C", "C", "N", "C", "C", "C", "H", "H", "C", "H", "H", "Cu", "I", "O", "C", "N", "S", "O", "O", "C", "C", "C", "C", "C", "C", "H", "H", "H", "H"], "coordinates": [[3.55, 4.99, 0.12], [4.73, 4.09, -0.25], [3.23, 5.59, -0.74], [3.81, 5.68, 0.93], [2.69, 4.40, 0.45], [4.43, 3.29, -0.94], [5.53, 4.66, -0.74], [5.16, 3.62, 0.64], [-2.85, 1.80, -1.70], [-4.06, 1.73, -2.38], [-4.31, 0.64, -3.20], [-3.34, -0.36, -3.31], [-2.59, 2.63, -1.04], [-4.78, 2.53, -2.26], [-5.24, 0.55, -3.74], [-3.52, -1.22, -3.94], [-1.91, 0.85, -1.80], [-2.14, -0.23, -2.60], [-1.06, -1.23, -2.65], [0.05, -0.95, -1.89], [1.07, -1.83, -1.90], [-0.07, -3.29, -3.42], [1.05, -3.00, -2.64], [1.92, -1.56, -1.29], [1.91, -3.67, -2.61], [-1.13, -2.39, -3.41], [-2.02, -2.60, -4.01], [-0.12, -4.20, -4.01], [-0.01, 0.81, -0.82], [-0.22, 3.04, 0.47], [-0.58, -2.20, 0.37], [-0.30, -1.43, 1.28], [-0.09, -0.09, 1.07], [0.22, 0.60, 2.66], [1.55, 1.37, 2.55], [-0.93, 1.58, 2.94], [0.15, -0.88, 3.56], [0.34, -1.09, 4.92], [0.21, -2.39, 5.42], [-0.10, -3.45, 4.54], [-0.29, -3.21, 3.17], [-0.16, -1.90, 2.69], [0.58, -0.26, 5.58], [0.35, -2.58, 6.47], [-0.20, -4.45, 4.93], [-0.53, -4.02, 2.50]], "nbo_charge": [-0.61, -0.60, 0.20, 0.20, 0.22, 0.20, 0.19, 0.20, 0.07, -0.24, -0.14, -0.22, 0.25, 0.23, 0.23, 0.22, -0.51, 0.16, 0.19, -0.52, 0.11, -0.14, -0.24, 0.22, 0.23, -0.22, 0.22, 0.23, 1.17, -0.41, -0.66, 0.60, -0.94, 2.11, -0.90, -0.91, -0.24, -0.19, -0.20, -0.19, -0.16, -0.13, 0.24, 0.22, 0.22, 0.24], "s_squared": 0.76, "spin_multiplicity": 2, "energy_ev": -94182.9023, "e_lumo_ev": [-0.91, -1.65], "gap_ha": [0.2544, 0.2191], "max_force_ha_per_bohr": 0.1533}

# 2
{"formula": "C19H18F2N2O3S", "method": "wB97M-V/def2-TZVPD", "symbols": ["O", "C", "C", "O", "C", "O", "C", "C", "C", "C", "C", "C", "N", "C", "C", "C", "C", "S", "C", "F", "F", "C", "C", "N", "C", "C", "C", "H", "H", "H", "H", "H", "H", "H", "H", "H", "H", "H", "H", "H", "H", "H", "H", "H", "H"], "coordinates": [[5.38, -2.65, -0.45], [4.60, -1.72, -0.48], [3.47, -1.67, -1.51], [2.68, -0.49, -1.40], [1.41, -0.62, -0.97], [0.93, -1.70, -0.69], [0.72, 0.67, -0.86], [1.44, 1.86, -1.05], [0.84, 3.09, -0.91], [-0.50, 3.15, -0.54], [-1.23, 2.00, -0.36], [-0.66, 0.73, -0.54], [-1.37, -0.41, -0.36], [-2.74, -0.60, -0.39], [-3.60, 0.20, -1.14], [-4.96, -0.05, -1.16], [-5.46, -1.12, -0.43], [-7.23, -1.41, -0.40], [-7.67, -0.18, 0.87], [-7.33, 1.07, 0.48], [-7.02, -0.40, 2.02], [-4.62, -1.95, 0.29], [-3.27, -1.70, 0.30], [4.64, -0.68, 0.36], [5.62, -0.53, 1.39], [6.15, 0.83, 1.72], [5.24, 0.12, 2.68], [2.84, -2.55, -1.37], [3.91, -1.69, -2.51], [2.49, 1.79, -1.31], [1.41, 3.99, -1.06], [-0.97, 4.11, -0.38], [-2.26, 2.06, -0.03], [-0.80, -1.25, -0.26], [-3.21, 1.01, -1.74], [-5.62, 0.57, -1.73], [-8.75, -0.22, 1.04], [-5.03, -2.79, 0.83], [-2.60, -2.35, 0.85], [3.97, 0.07, 0.25], [6.29, -1.38, 1.40], [7.20, 0.93, 1.97], [5.75, 1.67, 1.17], [5.66, -0.27, 3.60], [4.23, 0.49, 2.78]], "nbo_charge": [-0.62, 0.65, -0.18, -0.52, 0.80, -0.63, -0.28, -0.13, -0.27, -0.15, -0.29, 0.32, -0.61, 0.16, -0.22, -0.20, -0.21, 0.19, 0.43, -0.34, -0.34, -0.18, -0.23, -0.60, -0.06, -0.43, -0.43, 0.24, 0.22, 0.23, 0.22, 0.22, 0.23, 0.44, 0.22, 0.23, 0.15, 0.23, 0.22, 0.40, 0.25, 0.22, 0.21, 0.22, 0.21], "energy_ev": -45388.3469, "e_lumo_ev": 0.08, "relative_energy_kcal_mol": 0.0, "gap_ha": 0.2979, "max_force_ha_per_bohr": 0.0154}

# 3
{"formula": "C19H18FN3O2", "method": "wB97M-V/def2-TZVPD", "symbols": ["C", "O", "C", "C", "C", "C", "C", "C", "O", "N", "C", "C", "C", "C", "N", "N", "C", "C", "C", "C", "C", "F", "C", "C", "C", "H", "H", "H", "H", "H", "H", "H", "H", "H", "H", "H", "H", "H", "H", "H", "H", "H", "H"], "coordinates": [[0.72, 6.23, -0.67], [-0.15, 5.14, -0.52], [0.32, 4.00, 0.06], [1.62, 3.81, 0.50], [1.98, 2.61, 1.09], [1.07, 1.58, 1.23], [-0.23, 1.76, 0.77], [-1.29, 0.70, 0.86], [-2.47, 0.95, 0.91], [-0.78, -0.57, 0.84], [-1.53, -1.73, 0.78], [-2.89, -1.96, 0.80], [-3.02, -3.36, 0.67], [-4.27, -4.15, 0.63], [-1.83, -3.93, 0.57], [-0.93, -2.94, 0.64], [0.48, -3.24, 0.60], [1.21, -2.40, -0.42], [0.69, -2.26, -1.70], [1.32, -1.45, -2.63], [2.48, -0.79, -2.26], [3.09, 0.00, -3.16], [3.03, -0.93, -1.00], [2.38, -1.74, -0.08], [-0.60, 2.96, 0.20], [0.13, 7.02, -1.13], [1.09, 6.58, 0.30], [1.56, 5.99, -1.32], [2.36, 4.59, 0.41], [2.99, 2.48, 1.45], [1.38, 0.67, 1.72], [0.21, -0.68, 0.71], [-3.66, -1.23, 0.90], [-4.89, -3.84, -0.21], [-4.84, -4.00, 1.55], [-4.04, -5.21, 0.53], [0.55, -4.31, 0.34], [0.93, -3.11, 1.60], [-0.22, -2.78, -1.96], [0.92, -1.33, -3.62], [3.94, -0.40, -0.75], [2.80, -1.85, 0.91], [-1.62, 3.11, -0.14]], "nbo_charge": [-0.25, -0.49, 0.29, -0.25, -0.20, -0.23, -0.12, 0.67, -0.58, -0.62, 0.32, -0.36, 0.15, -0.64, -0.29, -0.19, -0.24, -0.07, -0.18, -0.27, 0.40, -0.32, -0.26, -0.22, -0.20, 0.20, 0.18, 0.18, 0.21, 0.21, 0.21, 0.42, 0.25, 0.22, 0.22, 0.23, 0.25, 0.20, 0.23, 0.24, 0.23, 0.22, 0.25], "energy_ev": -31278.0505, "e_lumo_ev": 0.59, "relative_energy_kcal_mol": 36.9, "gap_ha": 0.3272, "max_force_ha_per_bohr": 0.0171}

# 4
{"formula": "C19H18N2O2S", "method": "wB97M-V/def2-TZVPD", "symbols": ["C", "O", "C", "O", "C", "S", "C", "N", "C", "C", "C", "C", "C", "C", "C", "C", "C", "C", "C", "N", "C", "C", "C", "C", "H", "H", "H", "H", "H", "H", "H", "H", "H", "H", "H", "H", "H", "H", "H", "H", "H", "H"], "coordinates": [[-1.95, -3.58, 1.81], [-2.84, -3.13, 0.80], [-2.99, -1.82, 0.62], [-2.45, -0.97, 1.29], [-3.87, -1.54, -0.56], [-2.76, -1.45, -2.02], [-1.53, -0.33, -1.37], [-0.32, -0.83, -1.28], [0.66, -0.08, -0.78], [1.97, -0.77, -0.72], [3.13, -0.19, -1.23], [4.33, -0.89, -1.17], [4.38, -2.15, -0.61], [3.22, -2.74, -0.13], [2.02, -2.05, -0.19], [0.45, 1.21, -0.28], [-0.83, 1.75, -0.38], [-1.84, 0.97, -0.97], [-3.14, 1.49, -1.13], [-4.20, 1.90, -1.27], [-1.19, 3.10, 0.15], [0.02, 3.93, 0.54], [1.01, 3.06, 1.31], [1.56, 1.99, 0.37], [-1.65, -2.73, 2.44], [-1.07, -4.01, 1.33], [-2.46, -4.33, 2.40], [-4.41, -0.60, -0.45], [-4.55, -2.37, -0.77], [3.09, 0.78, -1.69], [5.22, -0.43, -1.57], [5.32, -2.68, -0.57], [3.26, -3.73, 0.30], [1.11, -2.50, 0.18], [-1.81, 3.63, -0.58], [-1.82, 2.94, 1.04], [-0.29, 4.78, 1.15], [0.51, 4.33, -0.36], [1.83, 3.66, 1.69], [0.50, 2.59, 2.15], [2.21, 1.30, 0.91], [2.16, 2.48, -0.40]], "nbo_charge": [-0.27, -0.50, 0.79, -0.61, -0.62, 0.27, 0.13, -0.44, 0.21, 0.01, -0.22, -0.21, -0.21, -0.20, -0.20, -0.05, 0.11, -0.25, 0.29, -0.31, -0.45, -0.39, -0.39, -0.43, 0.21, 0.19, 0.19, 0.25, 0.25, 0.21, 0.21, 0.21, 0.21, 0.22, 0.24, 0.23, 0.22, 0.20, 0.21, 0.20, 0.23, 0.21], "energy_ev": -37906.1337, "e_lumo_ev": -0.02, "relative_energy_kcal_mol": 12.2, "gap_ha": 0.3223, "max_force_ha_per_bohr": 0.0266}

# 5
{"formula": "C19H18N2O6", "method": "wB97M-V/def2-TZVPD", "symbols": ["C", "O", "C", "C", "C", "N", "C", "O", "C", "C", "C", "C", "C", "C", "C", "C", "O", "C", "O", "N", "C", "C", "O", "C", "C", "O", "C", "H", "H", "H", "H", "H", "H", "H", "H", "H", "H", "H", "H", "H", "H", "H", "H", "H", "H"], "coordinates": [[2.73, 3.13, 2.08], [1.69, 2.93, 1.16], [1.68, 1.80, 0.42], [2.64, 0.79, 0.49], [2.51, -0.35, -0.28], [3.36, -1.45, -0.05], [2.97, -2.72, 0.28], [3.78, -3.58, 0.54], [1.49, -2.89, 0.31], [0.59, -2.04, 1.00], [-0.65, -2.48, 0.59], [-1.95, -1.86, 0.73], [-3.14, -2.57, 0.71], [-4.35, -1.89, 0.74], [-4.38, -0.50, 0.73], [-3.18, 0.22, 0.72], [-3.23, 1.57, 0.65], [-1.98, -0.47, 0.75], [-0.48, -3.53, -0.23], [0.84, -3.77, -0.41], [1.50, -0.46, -1.22], [0.52, 0.53, -1.30], [-0.55, 0.49, -2.13], [-0.76, -0.66, -2.91], [0.58, 1.63, -0.43], [-0.50, 2.49, -0.37], [-0.32, 3.73, -1.04], [3.71, 3.17, 1.59], [2.74, 2.35, 2.85], [2.53, 4.09, 2.55], [3.46, 0.87, 1.19], [4.35, -1.26, 0.09], [0.81, -1.25, 1.68], [-3.12, -3.65, 0.68], [-5.27, -2.44, 0.74], [-5.31, 0.03, 0.72], [-2.34, 1.92, 0.47], [-1.05, 0.09, 0.75], [1.46, -1.33, -1.85], [-1.70, -0.48, -3.44], [-0.86, -1.56, -2.30], [0.04, -0.80, -3.64], [0.52, 4.29, -0.60], [-1.24, 4.29, -0.90], [-0.14, 3.58, -2.11]], "nbo_charge": [-0.25, -0.49, 0.30, -0.38, 0.27, -0.64, 0.66, -0.56, 0.03, -0.33, 0.31, -0.10, -0.22, -0.19, -0.26, 0.31, -0.67, -0.23, -0.26, -0.09, -0.39, 0.37, -0.50, -0.25, 0.14, -0.54, -0.24, 0.18, 0.18, 0.21, 0.23, 0.41, 0.24, 0.22, 0.22, 0.22, 0.50, 0.21, 0.24, 0.21, 0.19, 0.18, 0.18, 0.20, 0.18], "energy_ev": -35258.0677, "e_lumo_ev": 0.47, "relative_energy_kcal_mol": 115.2, "gap_ha": 0.3332, "max_force_ha_per_bohr": 0.0277}

# 6
{"formula": "C19H18N3O4PtS", "method": "wB97M-V/def2-TZVPD", "symbols": ["Pt", "O", "C", "O", "C", "C", "C", "C", "C", "C", "N", "C", "C", "C", "C", "C", "C", "N", "H", "H", "H", "H", "H", "H", "H", "H", "H", "H", "O", "N", "C", "C", "C", "C", "C", "S", "H", "H", "H", "H", "C", "O", "H", "H", "H", "H"], "coordinates": [[-0.80, 0.05, -0.71], [2.85, 2.10, 6.13], [3.02, 2.03, 4.80], [4.07, 2.32, 4.30], [1.85, 1.59, 3.96], [0.62, 1.18, 4.45], [-0.39, 0.76, 3.60], [-0.18, 0.75, 2.23], [1.06, 1.14, 1.73], [2.06, 1.57, 2.58], [-1.16, 0.33, 1.30], [-2.41, 0.22, 1.61], [-3.34, -0.20, 0.60], [-4.62, -0.67, 0.84], [-5.40, -1.07, -0.22], [-4.89, -0.99, -1.51], [-3.60, -0.53, -1.69], [-2.85, -0.13, -0.66], [1.97, 1.86, 6.42], [0.41, 1.17, 5.52], [-1.33, 0.42, 4.03], [1.22, 1.11, 0.66], [3.02, 1.88, 2.20], [-2.78, 0.47, 2.60], [-4.98, -0.74, 1.86], [-6.40, -1.44, -0.06], [-5.48, -1.27, -2.37], [-3.14, -0.46, -2.67], [-0.69, -0.32, -2.76], [0.38, -1.04, -3.13], [0.88, -0.79, -4.36], [1.95, -1.49, -4.85], [2.52, -2.48, -4.05], [2.01, -2.72, -2.79], [0.93, -1.97, -2.31], [0.28, -2.20, -0.73], [0.36, -0.02, -4.91], [2.33, -1.27, -5.83], [3.37, -3.05, -4.40], [2.43, -3.47, -2.14], [2.80, 1.09, -1.40], [1.39, 1.13, -1.68], [3.11, 1.95, -0.81], [3.37, 1.07, -2.33], [2.99, 0.18, -0.85], [1.19, 1.93, -2.18]], "nbo_charge": [1.00, -0.65, 0.77, -0.54, -0.14, -0.16, -0.22, 0.09, -0.14, -0.17, -0.40, 0.13, 0.11, -0.18, -0.15, -0.20, 0.06, -0.44, 0.48, 0.21, 0.22, 0.22, 0.26, 0.22, 0.24, 0.24, 0.25, 0.24, -0.58, 0.00, 0.04, -0.26, -0.14, -0.24, 0.05, -0.24, 0.24, 0.25, 0.24, 0.25, -0.26, -0.76, 0.18, 0.19, 0.20, 0.49], "charge": 1, "energy_ev": -46730.0257, "e_lumo_ev": [-4.41, -4.41], "relative_energy_kcal_mol": 40.9, "gap_ha": [0.2291, 0.2290], "max_force_ha_per_bohr": 0.0352}